# 1
DFT (wB97M-V/def2-TZVPD) results for a molecular structure, C45H41BaCl2GeN4O2P2.

The value obtained for the energy above the lowest of the compared OMol25 structures with the same formula, charge and spin is 138.32 kJ/mol. The multiplicity is 2. Its HOMO-LUMO gap (spin up / spin down) is 6.036 / 3.916 eV. As for the LUMO energy (spin up / spin down): -0.36 / -2.47 eV.

Cartesian coordinates (Å):
Ba1 -0.311 0.025 -0.169
Cl1 -5.907 -4.461 1.295
C1 -4.847 -3.109 1.315
C2 -3.659 -3.196 0.671
C3 -2.732 -2.109 0.653
N1 -1.535 -2.141 0.019
C4 -1.016 -3.326 -0.501
O1 -1.450 -4.451 -0.357
C5 0.292 -3.185 -1.287
C6 0.811 -4.322 -1.888
C7 2.025 -4.231 -2.546
C8 2.686 -3.013 -2.580
C9 2.093 -1.927 -1.968
N2 0.917 -2.003 -1.335
C10 -3.120 -0.861 1.354
C11 -4.391 -0.833 2.005
C12 -5.218 -1.906 1.996
Cl2 -6.728 -1.798 2.808
N3 -2.257 0.183 1.324
C13 -2.480 1.343 2.065
O2 -3.352 1.544 2.885
C14 -1.475 2.476 1.834
C15 -1.799 3.728 2.335
C16 -0.883 4.755 2.206
C17 0.325 4.506 1.576
C18 0.557 3.240 1.076
N4 -0.315 2.231 1.205
H1 -3.407 -4.109 0.164
H2 0.258 -5.247 -1.815
H3 2.454 -5.102 -3.024
H4 3.640 -2.896 -3.079
H5 2.565 -0.951 -1.985
H6 -4.697 0.059 2.517
H7 -2.752 3.860 2.825
H8 -1.108 5.740 2.594
H9 1.075 5.277 1.458
H10 1.473 3.016 0.550
C19 3.778 -2.088 2.164
P1 2.517 -0.857 1.652
C20 1.228 -1.200 2.933
C21 3.262 0.716 2.252
C22 3.479 0.963 3.608
C23 4.007 2.170 4.040
C24 4.331 3.147 3.109
C25 4.137 2.910 1.754
C26 3.607 1.701 1.302
P2 3.272 1.376 -0.492
C27 3.833 2.916 -1.303
C28 4.721 0.306 -0.897
H11 4.008 -1.990 3.226
H12 4.694 -1.952 1.589
H13 3.398 -3.093 1.972
H14 1.643 -1.356 3.930
H15 0.680 -2.100 2.643
H16 0.514 -0.371 2.982
H17 3.224 0.207 4.344
H18 4.161 2.350 5.097
H19 4.738 4.096 3.437
H20 4.395 3.686 1.044
H21 3.147 3.741 -1.108
H22 3.804 2.734 -2.378
H23 4.848 3.200 -1.018
H24 5.644 0.737 -0.508
H25 4.795 0.221 -1.985
H26 4.591 -0.699 -0.487
C29 -1.800 3.644 -1.973
Ge1 -0.731 2.019 -2.449
C30 -1.834 1.299 -3.967
C31 -2.161 2.064 -5.093
C32 -2.931 1.548 -6.130
C33 -3.399 0.239 -6.068
C34 -3.089 -0.545 -4.967
C35 -2.315 -0.013 -3.935
C36 0.779 2.860 -3.472
C37 0.950 4.225 -3.497
C38 2.064 4.842 -4.129
C39 3.030 4.085 -4.723
C40 2.923 2.667 -4.716
C41 3.928 1.849 -5.300
C42 3.820 0.487 -5.294
C43 2.690 -0.125 -4.702
C44 1.714 0.640 -4.128
C45 1.795 2.061 -4.105
H27 -2.074 4.246 -2.845
H28 -1.259 4.283 -1.265
H29 -2.724 3.317 -1.486
H30 -1.796 3.086 -5.165
H31 -3.167 2.164 -6.990
H32 -4.000 -0.165 -6.874
H33 -3.448 -1.566 -4.910
H34 -2.083 -0.649 -3.082
H35 0.206 4.865 -3.035
H36 2.141 5.925 -4.141
H37 3.886 4.546 -5.205
H38 4.789 2.328 -5.754
H39 4.592 -0.124 -5.748
H40 2.590 -1.205 -4.719
H41 0.844 0.165 -3.691

# 2
DFT (wB97M-V/def2-TZVPD) results for a molecular structure, C45H41BrMnN2O2P2S2.

The value obtained for the energy above the lowest of the compared OMol25 structures with the same formula, charge and spin is 0.00 kJ/mol. The multiplicity is 2. Its HOMO-LUMO gap (spin up / spin down) is 5.843 / 5.840 eV. As for the LUMO energy (spin up / spin down): 4.24 / 4.24 eV. Its charge is -2.

Cartesian coordinates (Å):
Mn1 0.004 -0.143 0.027
Br1 -2.538 -0.952 2.680
C1 -0.778 -0.425 3.117
C2 -0.496 -0.315 4.472
C3 0.801 -0.029 4.861
C4 1.770 0.082 3.883
C5 1.403 -0.048 2.556
N1 0.126 -0.237 2.157
C6 2.476 -0.104 1.476
O1 3.645 0.078 1.829
O2 2.034 -0.368 0.321
H1 -1.289 -0.467 5.188
H2 1.048 0.070 5.912
H3 2.818 0.242 4.092
C7 1.721 -0.225 -5.487
C8 0.277 -0.568 -5.219
C9 -0.483 -1.031 -6.292
C10 -1.836 -1.308 -6.171
C11 -2.464 -1.099 -4.956
C12 -1.721 -0.658 -3.873
C13 -0.350 -0.414 -3.971
P1 0.387 0.192 -2.389
C14 2.198 0.056 -2.611
C15 3.003 1.190 -2.595
C16 4.385 1.083 -2.631
C17 4.972 -0.172 -2.683
C18 4.173 -1.304 -2.698
C19 2.785 -1.216 -2.657
C20 1.951 -2.463 -2.685
C21 0.031 1.973 -2.547
C22 -0.349 2.619 -3.718
C23 -0.714 3.958 -3.697
C24 -0.698 4.645 -2.488
C25 -0.308 4.006 -1.322
C26 0.072 2.658 -1.320
C27 0.528 1.907 -0.134
H4 1.889 -0.170 -6.564
H5 2.405 -0.968 -5.073
H6 1.997 0.733 -5.046
H7 0.005 -1.162 -7.252
H8 -2.394 -1.671 -7.027
H9 -3.525 -1.281 -4.836
H10 -2.221 -0.476 -2.930
H11 2.541 2.169 -2.546
H12 4.997 1.976 -2.598
H13 6.052 -0.271 -2.693
H14 4.630 -2.287 -2.716
H15 2.543 -3.341 -2.429
H16 1.506 -2.629 -3.671
H17 1.132 -2.413 -1.964
H18 -0.395 2.066 -4.649
H19 -1.029 4.452 -4.608
H20 -0.996 5.688 -2.455
H21 -0.290 4.552 -0.385
H22 0.368 2.482 0.787
H23 1.610 1.766 -0.230
S1 -0.128 -5.389 -1.663
P2 0.220 -4.793 0.193
S2 0.458 -2.880 0.675
C28 1.698 -5.695 0.840
C29 2.474 -5.158 1.864
C30 3.556 -5.865 2.370
C31 3.875 -7.116 1.861
C32 3.111 -7.652 0.833
C33 2.032 -6.943 0.323
C34 -1.086 -5.512 1.285
C35 -1.672 -4.760 2.295
C36 -2.656 -5.315 3.106
C37 -3.053 -6.631 2.920
C38 -2.470 -7.388 1.910
C39 -1.500 -6.829 1.094
H24 2.234 -4.170 2.236
H25 4.160 -5.426 3.156
H26 4.724 -7.664 2.253
H27 3.363 -8.621 0.417
H28 1.452 -7.334 -0.504
H29 -1.361 -3.731 2.424
H30 -3.116 -4.709 3.877
H31 -3.821 -7.064 3.551
H32 -2.784 -8.413 1.750
H33 -1.073 -7.400 0.279
C40 -2.398 2.215 0.911
C41 -2.872 1.015 0.151
C42 -4.195 0.725 -0.128
C43 -4.206 -0.561 -0.716
C44 -2.889 -0.989 -0.749
C45 -2.423 -2.337 -1.195
N2 -2.062 -0.025 -0.226
H34 -3.250 2.662 1.430
H35 -1.950 2.983 0.279
H36 -1.655 1.940 1.663
H37 -5.037 1.372 0.077
H38 -5.056 -1.126 -1.075
H39 -3.152 -2.781 -1.879
H40 -2.301 -3.019 -0.351
H41 -1.460 -2.316 -1.706

# 3
DFT (wB97M-V/def2-TZVPD) results for a molecular structure, C45H42AsN4O2PRuS2.

The value obtained for the energy above the lowest of the compared OMol25 structures with the same formula, charge and spin is 369.29 kJ/mol. The multiplicity is 6. Its HOMO-LUMO gap (spin up / spin down) is 1.813 / 0.805 eV. As for the LUMO energy (spin up / spin down): -3.85 / -7.26 eV. Its charge is +1.

Cartesian coordinates (Å):
Ru1 -0.970 3.466 0.403
O1 0.255 -7.191 0.950
S1 1.877 1.969 0.467
O2 2.884 2.260 1.522
N1 1.031 3.404 0.070
C1 1.602 4.647 0.046
C2 2.872 4.978 0.435
C3 3.306 6.326 0.489
C4 2.455 7.324 0.105
C5 1.180 7.016 -0.488
C6 0.272 7.948 -0.992
C7 -0.990 7.507 -1.278
C8 -1.372 6.184 -1.122
N2 -0.597 5.265 -0.523
C9 0.729 5.653 -0.365
C10 2.748 1.516 -1.082
C11 2.416 1.902 -2.365
C12 3.057 1.290 -3.483
C13 4.062 0.421 -3.270
C14 4.457 0.106 -1.964
C15 3.748 0.540 -0.881
H1 3.451 4.122 0.837
H2 4.340 6.558 0.710
H3 2.694 8.358 0.226
H4 0.446 9.040 -1.039
H5 -1.728 8.207 -1.734
H6 -2.348 5.875 -1.515
H7 1.700 2.690 -2.607
H8 2.761 1.492 -4.501
H9 4.483 -0.099 -4.133
H10 5.283 -0.593 -1.747
H11 3.966 0.186 0.154
N3 -0.468 4.418 4.613
C16 -0.442 3.059 4.778
C17 -0.452 2.531 3.482
N4 -0.467 3.578 2.593
C18 -0.403 4.669 3.312
H12 -0.373 5.157 5.278
H13 -0.297 2.700 5.774
H14 -0.425 1.488 3.189
H15 -0.365 5.665 2.950
C19 -2.660 0.530 -0.203
P1 -1.823 1.895 -1.073
C20 -3.300 2.649 -1.907
C21 -0.842 1.144 -2.467
H16 -3.316 0.085 -0.949
H17 -3.354 1.087 0.521
H18 -2.001 -0.169 0.316
H19 -3.042 3.635 -2.306
H20 -4.108 2.800 -1.192
H21 -3.643 1.958 -2.659
H22 -1.358 0.146 -2.637
H23 0.171 1.049 -2.221
H24 -0.938 1.735 -3.321
C22 -3.714 -8.782 -1.455
C23 -3.405 -7.767 -2.321
C24 -2.187 -7.119 -2.222
C25 -1.345 -7.458 -1.194
C26 -1.575 -8.565 -0.432
C27 -2.836 -9.207 -0.429
As1 0.063 -6.236 -0.634
C28 1.560 -7.356 -1.412
C29 1.504 -7.909 -2.671
C30 2.645 -8.514 -3.149
C31 3.788 -8.757 -2.395
C32 3.813 -8.278 -1.101
C33 2.702 -7.498 -0.574
C34 2.670 -7.054 0.885
C35 3.882 -6.805 1.641
C36 3.818 -6.371 2.954
C37 2.587 -6.192 3.630
C38 1.460 -6.600 2.935
C39 1.425 -6.914 1.567
H25 -4.702 -9.282 -1.487
H26 -4.114 -7.425 -3.075
H27 -1.965 -6.399 -2.989
H28 -0.737 -8.976 0.171
H29 -2.997 -10.062 0.171
H30 0.660 -7.701 -3.321
H31 2.600 -8.956 -4.141
H32 4.601 -9.371 -2.719
H33 4.518 -8.542 -0.303
H34 4.832 -6.979 1.226
H35 4.763 -6.326 3.541
H36 2.608 -5.802 4.649
H37 0.446 -6.568 3.402
S2 -3.150 3.548 1.131
C40 -3.850 5.155 1.606
C41 -5.236 5.145 1.946
C42 -5.769 6.312 2.463
C43 -5.125 7.582 2.411
C44 -3.778 7.593 2.046
C45 -3.161 6.376 1.666
H38 -5.713 4.177 2.076
H39 -6.806 6.273 2.860
H40 -5.604 8.576 2.586
H41 -3.210 8.542 2.008
H42 -2.131 6.312 1.256

# 4
DFT (wB97M-V/def2-TZVPD) results for a molecular structure, C45H42AsN6O3PPbS4.

The multiplicity is 1. Its HOMO-LUMO gap is 6.841 eV. As for the LUMO energy: -4.74 eV. Its charge is +2.

Cartesian coordinates (Å):
Pb1 0.673 -0.274 0.476
O1 -1.603 2.023 3.406
S1 -2.049 0.724 3.775
O2 -1.269 -0.079 4.654
O3 -2.218 -0.177 2.404
C1 -3.745 0.772 4.194
C2 -4.215 1.206 5.423
C3 -5.588 1.204 5.613
C4 -6.452 0.786 4.604
C5 -5.963 0.361 3.377
C6 -4.590 0.363 3.176
P1 -3.713 -0.232 1.742
C7 -3.784 0.902 0.406
C8 -4.040 2.246 0.703
C9 -3.980 3.186 -0.309
C10 -3.677 2.787 -1.605
C11 -3.434 1.450 -1.903
C12 -3.480 0.497 -0.900
C13 -4.186 -1.876 1.386
C14 -3.640 -2.933 2.115
C15 -4.059 -4.220 1.836
C16 -5.005 -4.445 0.842
C17 -5.557 -3.388 0.131
C18 -5.151 -2.090 0.398
H1 -3.539 1.530 6.203
H2 -5.988 1.524 6.566
H3 -7.519 0.786 4.780
H4 -6.637 0.025 2.599
H5 -4.282 2.555 1.712
H6 -4.168 4.228 -0.088
H7 -3.631 3.526 -2.395
H8 -3.205 1.155 -2.918
H9 -3.261 -0.542 -1.113
H10 -2.883 -2.752 2.868
H11 -3.644 -5.051 2.390
H12 -5.314 -5.458 0.618
H13 -6.300 -3.573 -0.633
H14 -5.578 -1.261 -0.153
S2 -1.118 -2.182 0.025
C19 -0.360 -2.947 -1.399
C20 -0.387 -4.345 -1.453
C21 0.120 -5.026 -2.544
C22 0.631 -4.330 -3.635
C23 0.654 -2.949 -3.603
C24 0.196 -2.247 -2.483
As1 0.379 -0.322 -2.431
C25 -0.432 0.141 -4.122
C26 -1.633 -0.475 -4.461
C27 -2.249 -0.169 -5.665
C28 -1.666 0.750 -6.529
C29 -0.467 1.362 -6.188
C30 0.151 1.064 -4.980
C31 2.276 0.031 -2.738
C32 3.242 -0.930 -3.020
C33 4.586 -0.576 -3.059
C34 4.978 0.733 -2.807
C35 4.021 1.695 -2.516
C36 2.679 1.343 -2.474
H15 -0.818 -4.889 -0.623
H16 0.100 -6.109 -2.556
H17 1.003 -4.860 -4.501
H18 1.015 -2.398 -4.464
H19 -2.074 -1.214 -3.799
H20 -3.179 -0.653 -5.935
H21 -2.140 0.980 -7.475
H22 -0.006 2.067 -6.867
H23 1.088 1.541 -4.722
H24 2.959 -1.958 -3.198
H25 5.327 -1.328 -3.300
H26 6.026 1.005 -2.853
H27 4.317 2.720 -2.326
H28 1.939 2.099 -2.230
C37 2.976 3.260 4.836
C38 2.231 3.605 3.601
N1 2.042 4.793 3.130
N2 1.303 4.581 1.995
C39 1.021 3.301 1.745
S3 0.137 2.717 0.429
N3 1.630 2.662 2.780
N4 1.622 1.283 2.950
H29 3.381 4.173 5.263
H30 3.796 2.572 4.629
H31 2.319 2.789 5.569
H32 0.995 5.361 1.437
H33 1.059 1.029 3.754
H34 2.568 0.934 3.040
C40 7.762 -1.923 0.197
C41 6.490 -1.162 0.362
C42 6.401 0.170 0.645
C43 5.124 0.730 0.806
N5 4.011 0.015 0.724
C44 4.092 -1.292 0.425
S4 2.736 -2.274 0.215
N6 5.330 -1.847 0.242
C45 4.949 2.189 1.082
H35 8.612 -1.248 0.177
H36 7.750 -2.509 -0.723
H37 7.888 -2.616 1.031
H38 7.295 0.769 0.742
H39 5.344 -2.833 0.010
H40 5.893 2.728 1.052
H41 4.496 2.330 2.065
H42 4.266 2.611 0.343

Strongest force on any atom per entry: 0.0574, 0.0083, 0.0682, 0.0088 Eh/bohr
Total energy per entry: -5814.46835, -7203.64102, -5577.43183, -6656.59271 Ha